C35H49BrIN5O8P4S | wB97M-V/def2-TZVPD

Computed properties:
SMILES: CP(C)c1c2c(c([PH2]=N)c([PH2]=N)c1-c1cccnc1)N(P(O)O)c1c(CC(=O)Br)c(O)c(N)c(CC(=O)I)c1S2.C1CCOC1.C1CCOC1.C1CCOC1
Orbital gap (eV): 7.5
Charge: 0
E_tot (hartree): -6874.00855

CARTESIAN COORDINATES (ANGSTROEM)
I1 -1.62 -1.10 3.78
Br1 -6.87 2.12 -5.61
S1 -1.57 0.79 0.53
P1 -3.01 4.00 -1.09
P2 1.35 0.25 0.74
P3 -1.18 3.66 -4.12
P4 2.21 3.33 -3.93
O1 -6.71 0.02 -2.17
O2 4.89 -1.26 5.96
O3 -1.58 -1.49 -4.35
O4 -4.10 0.37 3.00
O5 1.30 -2.60 4.84
O6 -4.26 3.60 -0.09
O7 -3.83 4.76 -2.31
O8 -5.38 0.09 -4.54
N1 -2.58 2.47 -1.86
N2 2.58 2.34 -5.10
N3 -6.15 -1.52 -0.06
N4 5.19 2.62 -0.81
N5 -2.16 2.67 -4.89
C1 -3.42 1.41 -1.38
C2 -4.99 2.06 -3.24
C3 1.04 2.62 -2.72
C4 3.68 0.65 -2.32
C5 5.16 -1.40 7.36
C6 -0.35 2.76 -2.74
C7 -4.65 1.20 -2.04
C8 5.08 0.65 -2.24
C9 -1.18 2.21 -1.75
C10 1.18 -1.56 0.37
C11 2.55 -3.29 4.83
C12 3.03 0.66 1.36
C13 -5.61 1.25 -4.36
C14 -2.89 -1.56 -4.92
C15 -3.96 -0.40 0.14
C16 -3.57 -1.28 1.32
C17 1.59 1.87 -1.66
C18 3.08 1.70 -1.63
C19 0.81 1.29 -0.68
C20 -5.18 -0.57 -0.48
C21 -1.56 -3.17 -6.02
C22 5.72 -0.06 7.83
C23 0.98 -4.69 5.91
C24 -3.37 -0.49 2.62
C25 -0.57 1.50 -0.76
C26 -2.75 -2.25 -6.26
C27 -0.69 -2.32 -5.10
C28 3.86 2.59 -0.92
C29 2.47 -4.35 5.91
C30 5.73 1.62 -1.52
C31 -3.13 0.59 -0.33
C32 4.97 0.13 5.60
C33 -5.49 0.23 -1.58
C34 5.02 0.91 6.90
C35 0.36 -3.32 5.64
H1 -4.32 -2.05 1.53
H2 -3.31 -0.56 -5.00
H3 -0.22 4.17 -5.03
H4 -2.10 1.77 -4.42
H5 4.11 0.39 4.97
H6 -4.43 5.39 -1.88
H7 5.53 0.13 8.88
H8 -0.08 -2.91 -4.42
H9 0.21 -2.77 6.58
H10 3.22 0.02 2.23
H11 -0.03 -1.67 -5.68
H12 -2.66 -1.82 1.02
H13 0.63 -5.14 6.84
H14 -1.05 -3.48 -6.92
H15 0.75 -5.37 5.09
H16 5.65 -0.12 -2.74
H17 4.22 -1.64 7.86
H18 -4.08 2.49 -3.68
H19 3.16 -0.10 -2.91
H20 3.33 3.37 -0.38
H21 -3.52 -2.14 -4.24
H22 4.00 1.11 7.25
H23 5.88 0.27 5.01
H24 2.68 -3.74 3.84
H25 -6.13 -1.61 0.95
H26 6.82 1.59 -1.52
H27 3.36 -2.58 5.00
H28 -3.65 -2.77 -6.57
H29 3.57 2.15 -5.08
H30 0.52 -1.66 -0.50
H31 -2.50 -1.52 -7.03
H32 2.76 -3.93 6.88
H33 -6.82 -0.93 -2.33
H34 -5.61 2.92 -2.95
H35 3.09 1.69 1.72
H36 0.64 -2.01 1.20
H37 -0.59 -3.39 5.12
H38 -7.07 -1.14 -0.25
H39 5.85 -2.22 7.51
H40 3.40 3.63 -3.22
H41 -1.89 -4.07 -5.49
H42 5.53 1.87 6.79
H43 -1.91 4.74 -3.59
H44 3.85 0.51 0.65
H45 -3.96 3.62 0.82
H46 6.80 -0.03 7.66
H47 1.66 4.51 -4.49
H48 3.11 -5.21 5.72
H49 2.13 -2.07 0.15